[1]
This record from OMol25 describes C17H18ClN3O5S in the gas phase at a distorted geometry. The level of theory is ωB97M-V with the def2-TZVPD basis set.

The geometry in XYZ format:
```
45
C17H18ClN3O5S, DFT ωB97M-V with the def2-TZVPD basis set
C 4.781 2.543 -0.032
O 3.778 3.260 0.456
C 2.452 2.579 0.287
C 1.340 3.108 0.741
C -0.026 2.723 0.827
C -0.325 1.502 0.236
N -1.476 1.266 -0.109
C -2.777 1.615 0.422
O -2.810 2.685 0.925
C -3.855 0.893 -0.094
C -4.977 1.312 -0.849
C -6.005 0.586 -1.026
C -6.034 -0.913 -0.686
N -5.046 -1.383 0.022
C -3.940 -0.360 0.358
Cl -2.736 -1.320 1.092
C 0.827 0.983 -0.620
S 0.671 -0.375 -1.383
O -0.760 -0.859 -1.676
O 1.563 -0.681 -2.690
N 1.527 -1.529 -0.298
C 0.711 -1.923 0.720
C 1.634 -2.856 1.877
O 2.201 -3.762 1.172
C 2.813 -3.537 0.193
C 1.874 -2.744 -0.798
C 2.091 1.461 -0.477
H 5.739 3.163 0.120
H 4.567 2.341 -1.176
H 4.786 1.601 0.217
H 1.415 4.153 1.465
H -0.932 3.418 1.460
H -1.452 0.153 -0.447
H -5.026 2.512 -0.894
H -6.898 0.998 -1.564
H -6.825 -1.441 -0.628
H 0.337 -0.994 1.419
H -0.158 -2.681 0.585
H 0.980 -3.061 2.774
H 2.517 -2.031 2.140
H 3.124 -4.550 -0.412
H 3.716 -2.801 0.093
H 2.571 -2.441 -1.772
H 1.088 -3.424 -1.093
H 2.955 0.815 -0.874
```

Computed properties:
Kohn-Sham gap in eV: 7.824
HOMO in eV: -8.5
Energy in eV: -55971.2652
Structure (SMILES): COc1ccc(NC(=O)c2cccnc2Cl)c(S(=O)(=O)N2CCOCC2)c1
Energy above the lowest of the compared OMol25 structures with the same formula, charge and spin in kcal per mole: 369.36

[2]
This record from OMol25 describes a molecular structure, C18H39CuN3O3PSSi at a distorted geometry. The level of theory is ωB97M-V with the def2-TZVPD basis set.

The geometry in XYZ format:
```
67
C18H39CuN3O3PSSi, DFT ωB97M-V with the def2-TZVPD basis set
Cu 0.024 -0.171 -0.165
C -1.377 2.642 -1.395
C -2.276 1.408 -1.559
C -3.749 1.794 -1.446
C -1.986 0.745 -2.907
O -1.915 0.490 -0.528
Si -2.651 -0.939 -0.009
S -1.050 -1.753 1.050
O -4.028 -0.682 0.806
C -4.254 -0.344 2.164
C -3.235 0.684 2.643
C -4.141 -1.601 3.030
C -5.670 0.237 2.214
O -3.060 -1.693 -1.382
C -3.948 -2.766 -1.607
C -5.335 -2.171 -1.856
C -3.987 -3.717 -0.414
C -3.433 -3.491 -2.854
H -1.516 3.332 -2.223
H -0.334 2.319 -1.370
H -1.590 3.160 -0.465
H -4.034 2.417 -2.289
H -3.930 2.343 -0.523
H -4.362 0.896 -1.438
H -2.170 1.431 -3.731
H -2.610 -0.138 -3.006
H -0.944 0.425 -2.918
H -2.254 0.220 2.699
H -3.508 1.051 3.628
H -3.191 1.521 1.950
H -3.175 -2.070 2.864
H -4.922 -2.318 2.788
H -4.222 -1.326 4.077
H -5.730 1.107 1.567
H -5.925 0.531 3.229
H -6.385 -0.502 1.863
H -5.611 -1.568 -0.995
H -6.073 -2.956 -1.993
H -5.314 -1.539 -2.743
H -4.405 -3.206 0.448
H -2.980 -4.046 -0.163
H -4.604 -4.581 -0.648
H -3.318 -2.782 -3.672
H -4.127 -4.269 -3.159
H -2.464 -3.936 -2.648
C 5.026 -0.707 -1.612
N 4.487 -1.063 -0.312
C 4.246 -2.498 -0.271
N 3.386 -2.962 -1.346
C 3.964 -2.570 -2.615
N 4.193 -1.136 -2.725
C 2.954 -0.396 -2.782
P 1.907 -0.612 -1.230
C 3.286 -0.318 -0.009
C 2.031 -2.479 -1.198
H 6.006 -1.181 -1.722
H 5.145 0.378 -1.662
H 3.795 -2.757 0.689
H 5.209 -3.008 -0.361
H 3.301 -2.886 -3.424
H 4.928 -3.075 -2.722
H 2.370 -0.738 -3.643
H 3.176 0.667 -2.924
H 2.914 -0.618 0.977
H 3.525 0.750 0.022
H 1.406 -2.895 -1.998
H 1.619 -2.814 -0.239
```

Computed properties:
Kohn-Sham gap in eV: 8.261
HOMO in eV: -7.8
Energy in eV: -102559.1289
Energy above the lowest of the compared OMol25 structures with the same formula, charge and spin in kcal per mole: 8.39

[3]
This record from OMol25 describes 2 unconnected molecules or ions with the total composition C5H12OS at a distorted geometry. The level of theory is ωB97M-V with the def2-TZVPD basis set.

The geometry in XYZ format:
```
19
C5H12OS, DFT ωB97M-V with the def2-TZVPD basis set
C -2.768 -0.780 1.721
C 2.252 1.575 -2.803
C 1.295 -0.684 -2.968
C -0.501 0.121 3.175
C 1.285 0.536 -2.353
O -0.747 -2.434 2.193
S -0.923 -1.023 1.760
H -3.110 -0.968 2.869
H -3.067 0.242 1.518
H 1.941 2.629 -2.587
H 3.131 1.651 -2.169
H 2.648 1.392 -3.781
H 1.731 -0.632 -3.933
H -3.178 -1.492 1.119
H 0.563 -1.432 -2.835
H 0.528 0.006 3.507
H -0.797 1.107 2.964
H -1.036 -0.330 4.003
H 0.754 0.517 -1.399
```

Computed properties:
Kohn-Sham gap in eV: 9.725
HOMO in eV: -8.9
Energy in eV: -18259.5031
Energy above the lowest of the compared OMol25 structures with the same formula, charge and spin in kcal per mole: 68.32

[4]
This record from OMol25 describes C7H12 in the gas phase at a distorted geometry. The level of theory is ωB97M-V with the def2-TZVPD basis set.

The geometry in XYZ format:
```
19
C7H12, DFT ωB97M-V with the def2-TZVPD basis set
C -2.312 -0.450 -0.781
C -0.976 0.067 -0.310
C -0.577 1.231 0.256
C 0.803 0.775 0.610
C 1.079 0.468 2.073
C 0.373 -0.593 -0.249
C 1.150 -0.723 -1.549
H -2.698 0.157 -1.606
H -2.268 -1.504 -1.065
H -3.054 -0.332 0.016
H -1.071 2.186 0.408
H 1.620 1.371 0.182
H 2.035 -0.052 2.186
H 1.137 1.396 2.655
H 0.298 -0.163 2.509
H 0.401 -1.538 0.309
H 0.699 -1.488 -2.191
H 1.176 0.221 -2.101
H 2.183 -1.028 -1.352
```

Computed properties:
Kohn-Sham gap in eV: 9.867
HOMO in eV: -8.8
Energy in eV: -7452.1944
Structure (SMILES): CC1=C[C@@H](C)[C@@H]1C
Energy above the lowest of the compared OMol25 structures with the same formula, charge and spin in kcal per mole: 28.53

[5]
This record from OMol25 describes C5H10O in the gas phase at a distorted geometry. The level of theory is ωB97M-V with the def2-TZVPD basis set.

The geometry in XYZ format:
```
16
C5H10O, DFT ωB97M-V with the def2-TZVPD basis set
C -0.891 -0.348 -2.300
C -0.254 0.410 -1.136
O 0.519 -0.475 -0.337
C 1.106 -0.019 0.959
C 0.216 0.700 1.945
C 0.324 -0.818 1.919
H -1.428 0.352 -2.955
H -1.612 -1.098 -1.956
H -0.129 -0.855 -2.899
H 0.440 1.167 -1.501
H -1.038 0.901 -0.539
H 2.176 0.121 0.865
H 0.732 1.314 2.699
H -0.709 1.168 1.618
H 0.747 -1.350 2.793
H -0.198 -1.170 0.825
```

Computed properties:
Kohn-Sham gap in eV: 10.658
HOMO in eV: -9.5
Energy in eV: -7391.2308
Structure (SMILES): CCOC1CC1
Energy above the lowest of the compared OMol25 structures with the same formula, charge and spin in kcal per mole: 81.51

The evaluated LUMO level for the records listed, in turn: -0.7, 0.4, 0.8, 1.1, 1.2 eV.